Record 1
The following is a quantum chemistry calculation of the molecule C10H10F9NO4S, from OMol25.

- Highest occupied orbital energy: -11.619 eV
- Total charge: 0
- SMILES: N#CO[C@H]1OC(=O)O[C@H]1CCCCC(F)(F)C(F)(F)S(F)(F)(F)(F)F
- Frontier orbital gap: 11.902 eV

Geometry as XYZ:
```
35
Properties=species:S:1:pos:R:3:forces:R:3
N 1.26370 -2.19234 2.99864 0.013 -0.075 0.308
C 1.16795 -1.95041 1.87957 -0.019 0.151 -0.401
O 1.05622 -1.64604 0.62594 -0.033 -0.035 0.066
C 2.27847 -1.75955 -0.13290 -0.083 0.202 -0.146
O 1.89142 -2.16129 -1.40519 0.479 -0.163 0.039
C 2.38186 -1.28553 -2.34603 -0.290 0.247 0.321
O 2.40543 -1.50459 -3.50116 -0.105 0.013 -0.270
O 2.78499 -0.15060 -1.73498 0.236 -0.110 -0.067
C 3.01358 -0.41289 -0.34878 0.040 -0.286 0.331
C 2.63760 0.76288 0.56282 0.078 0.049 -0.087
C 1.83484 1.86844 -0.12333 -0.353 -0.005 0.114
C 0.42573 1.41450 -0.57120 0.428 -0.024 0.339
C -0.58371 1.65310 0.55072 -0.049 0.269 -0.153
C -2.02578 1.31011 0.21511 0.137 -0.138 0.057
F -2.82857 1.83225 1.17142 0.000 -0.014 0.084
F -2.37233 1.86981 -0.96794 -0.050 0.043 -0.054
C -2.27511 -0.22679 0.10624 -0.025 0.041 -0.147
F -1.66621 -0.82886 1.13497 -0.055 0.004 0.140
F -1.70286 -0.65429 -1.02503 -0.006 -0.086 0.026
S -4.08925 -0.82778 0.12100 -0.020 -0.031 -0.035
F -4.03283 -1.26727 -1.40005 0.012 0.052 0.056
F -4.61161 0.59913 -0.32698 -0.024 -0.026 0.042
F -4.18860 -0.40574 1.64662 0.004 -0.010 -0.018
F -3.60530 -2.28083 0.54612 0.011 0.074 -0.052
F -5.58181 -1.32797 0.19092 0.058 0.001 -0.006
H 2.91140 -2.50920 0.34304 -0.144 -0.039 0.026
H 4.07818 -0.63228 -0.22903 -0.035 0.064 -0.100
H 2.07973 0.40223 1.42979 0.046 -0.064 -0.029
H 3.56958 1.17127 0.95652 -0.088 0.092 -0.010
H 1.71093 2.67231 0.60885 0.128 0.051 -0.089
H 2.39853 2.28812 -0.95636 -0.035 -0.121 -0.032
H 0.12871 1.96214 -1.46393 -0.073 -0.086 -0.017
H 0.46030 0.35187 -0.80592 -0.122 0.084 -0.220
H -0.29877 1.14230 1.47120 -0.048 -0.059 -0.020
H -0.61641 2.72379 0.77932 -0.013 -0.066 0.004
```
Forces are in eV/Å.

---

Record 2
The following is a quantum chemistry calculation of the molecule C18H31N5O3S, from OMol25.

- Energy above the lowest of the compared OMol25 structures with the same formula, charge and spin: 24.2 kJ/mol
- Highest occupied orbital energy: -9.091 eV
- Total charge: 0
- SMILES: CCN1CCC[C@@H](ONC(=O)[C@H](CNC(=O)Cc2cnns2)C(C)(C)C)C1
- Frontier orbital gap: 9.457 eV

Geometry as XYZ:
```
58
Properties=species:S:1:pos:R:3:forces:R:3
C -2.58164 -2.13888 -1.79680 0.002 0.017 -0.004
C -3.57864 -0.99688 -1.68930 0.014 0.000 0.003
N -2.96427 0.31795 -1.52881 0.031 -0.005 0.038
C -3.98870 1.35125 -1.63971 0.018 0.029 -0.036
C -3.39669 2.74632 -1.51289 -0.016 0.003 0.025
C -2.63184 2.89783 -0.20058 -0.018 -0.028 -0.030
C -1.60980 1.78739 -0.10873 -0.005 0.035 0.010
O -0.95806 1.91770 1.16783 -0.023 -0.033 -0.040
N 0.23718 1.23616 1.18784 -0.024 -0.013 -0.034
C 0.35675 0.02607 1.80024 -0.007 0.074 0.050
O -0.59259 -0.62992 2.18269 -0.001 -0.001 -0.046
C 1.80188 -0.44494 1.86030 -0.028 -0.091 0.108
C 1.93095 -1.63896 0.90706 0.010 0.036 0.000
N 1.33248 -1.37327 -0.39511 0.016 -0.078 -0.030
C 1.75032 -0.36711 -1.19442 -0.007 0.025 -0.036
O 2.68205 0.36411 -0.91104 0.013 0.001 -0.024
C 0.95914 -0.18850 -2.48701 0.028 -0.016 -0.030
C 1.85609 -0.10661 -3.68227 -0.053 -0.004 0.010
C 2.00923 0.93251 -4.55204 0.024 -0.052 0.039
N 2.90517 0.70711 -5.55398 0.038 0.023 0.017
N 3.45651 -0.44238 -5.50473 -0.038 0.007 -0.078
S 2.88951 -1.33943 -4.21124 0.000 0.039 0.065
C 2.28254 -0.73060 3.30943 -0.020 0.058 -0.045
C 1.59293 -1.93736 3.94999 0.004 0.010 0.001
C 1.99573 0.51618 4.15350 0.013 -0.033 -0.008
C 3.79646 -0.96838 3.28598 -0.024 0.003 0.011
C -2.27207 0.42533 -0.24900 -0.003 0.020 -0.001
H -3.10790 -3.06953 -2.01017 0.002 -0.002 0.000
H -1.87903 -1.95466 -2.61089 0.016 0.004 -0.008
H -2.02748 -2.28861 -0.86884 0.003 -0.002 0.003
H -4.17782 -0.96349 -2.60186 0.011 -0.002 -0.002
H -4.27725 -1.19748 -0.85900 -0.007 0.000 0.009
H -4.47859 1.24010 -2.60909 -0.007 0.000 0.010
H -4.76361 1.21289 -0.86397 -0.002 -0.004 0.023
H -2.72502 2.92854 -2.35609 0.005 -0.010 -0.007
H -4.19767 3.48478 -1.57080 0.003 0.009 -0.004
H -2.14191 3.87007 -0.13250 0.005 -0.003 -0.002
H -3.31822 2.81150 0.64715 0.008 -0.004 0.007
H -0.85713 1.91255 -0.89678 -0.006 0.008 0.029
H 1.04310 1.80750 0.98500 0.007 0.011 0.032
H 2.44129 0.34916 1.47184 0.013 -0.003 -0.022
H 2.98376 -1.89047 0.77562 -0.007 0.001 -0.019
H 1.41299 -2.50354 1.31692 0.005 0.006 0.013
H 0.53569 -1.91722 -0.67758 -0.011 0.014 0.011
H 0.22652 -0.98548 -2.61495 -0.024 -0.022 0.006
H 0.39819 0.74407 -2.39909 0.015 -0.015 -0.007
H 1.49714 1.88079 -4.50092 0.003 0.010 -0.010
H 1.83530 -2.86691 3.43144 0.006 -0.003 -0.005
H 1.94442 -2.04363 4.97847 -0.009 -0.003 0.008
H 0.51079 -1.82008 3.95900 0.006 -0.001 -0.001
H 2.46249 1.40287 3.71701 0.006 0.005 -0.004
H 0.92313 0.69923 4.24122 -0.003 0.000 0.001
H 2.39689 0.38919 5.16066 -0.004 0.001 -0.001
H 4.32159 -0.14092 2.80383 0.000 0.007 0.000
H 4.17156 -1.05730 4.30743 0.003 -0.004 -0.003
H 4.05809 -1.88921 2.76244 -0.003 -0.003 -0.010
H -2.95782 0.28346 0.60340 -0.011 0.002 0.013
H -1.51411 -0.35085 -0.17603 0.034 -0.022 0.008
```
Forces are in eV/Å.

---

Record 3
The following is a quantum chemistry calculation of the molecule C16H21N3O3S, from OMol25.

- Energy above the lowest of the compared OMol25 structures with the same formula, charge and spin: 1678.1 kJ/mol
- Highest occupied orbital energy: -8.787 eV
- Total charge: 0
- SMILES: COCc1cc(C)nc(SCC(=O)NC[C@@H]2CCCO2)c1C#N
- Frontier orbital gap: 8.102 eV

Geometry as XYZ:
```
44
Properties=species:S:1:pos:R:3:forces:R:3
C 2.83284 -1.17996 -2.07119 4.178 -6.711 -4.407
O 3.44457 -0.15755 -1.64162 5.301 4.814 -0.260
C 3.72704 -0.03706 -0.32189 5.378 2.685 0.532
C 2.50155 0.26550 0.20160 -6.585 4.799 6.056
C 2.05221 1.72086 0.08261 -3.538 -3.914 2.320
C 0.88710 2.19480 0.61789 -4.154 -6.794 3.468
C 0.01891 3.42341 0.65891 3.020 -7.443 -12.870
N 0.04512 1.07320 1.47045 2.075 3.172 -1.567
C 0.54138 -0.10894 1.72776 -1.078 5.356 -2.662
S -0.47409 -1.15756 2.48666 -2.774 -1.875 3.185
C -2.07198 -0.01253 2.72553 4.324 -1.583 -6.934
C -2.52500 0.08712 1.21271 -1.334 10.447 -0.529
O -2.89164 1.40298 0.90823 1.034 -6.447 1.205
N -2.42446 -0.80110 0.25966 2.612 -3.152 10.029
C -2.72207 -0.74595 -1.01407 -2.972 -0.424 -3.048
C -1.48798 -0.83552 -1.85749 0.756 4.462 1.925
C -0.87814 0.82688 -1.81000 -5.091 -3.618 -4.816
C -1.57644 1.37732 -3.14062 -3.422 -6.283 1.512
C -1.77235 -0.04588 -4.08898 9.532 0.311 5.594
O -1.93947 -1.16647 -3.05083 -0.301 1.404 -6.590
C 1.71890 -0.47435 1.12362 3.936 -2.151 -0.890
C 2.15309 -1.77801 1.64885 3.774 -9.437 -1.037
N 2.54657 -2.98433 1.75948 -3.147 9.733 -0.447
H 3.15122 -2.17928 -1.71118 0.561 0.260 0.391
H 3.01820 -1.28503 -3.14798 -0.513 0.237 -0.003
H 1.92362 -1.16803 -1.84910 -8.442 0.091 1.334
H 4.50224 0.92603 -0.22228 -2.089 -2.212 -0.308
H 4.25697 -0.74177 0.30186 0.256 -1.462 -0.788
H 2.58109 2.44259 -0.31892 3.306 2.850 -2.702
H 0.49944 3.92705 1.17974 7.296 9.270 8.730
H -0.92001 3.58455 0.68914 -6.773 -0.680 0.740
H 0.32789 3.75801 -0.47433 -0.886 0.218 2.392
H -2.69923 -0.65294 3.09448 -3.551 -3.222 3.376
H -1.78330 0.89704 3.09956 0.177 1.961 0.900
H -2.04631 -1.67106 0.79353 -0.632 1.191 -2.247
H -3.56227 -0.00013 -1.08961 1.605 0.373 -0.890
H -3.31228 -1.61401 -1.19071 -0.406 -1.262 -0.748
H -0.75534 -1.57604 -1.48552 -0.186 0.430 0.206
H 0.08416 0.72992 -1.95531 5.144 0.108 -0.093
H -1.28512 1.21839 -0.96990 -0.621 1.485 2.665
H -2.73371 1.32312 -2.85368 2.374 1.881 -0.699
H -1.08701 2.09155 -3.73799 0.015 1.285 -0.350
H -0.69063 -0.17217 -4.81401 -2.748 -0.146 2.405
H -2.41951 0.03929 -4.78470 -5.413 -0.005 -4.080
```
Forces are in eV/Å.

---

Record 4
The following is a quantum chemistry calculation of the molecule C2H5NO2S, from OMol25.

- Energy above the lowest of the compared OMol25 structures with the same formula, charge and spin: 368.7 kJ/mol
- Highest occupied orbital energy: -9.653 eV
- Total charge: 0
- SMILES: C[C@H]1NS1(=O)=O
- Frontier orbital gap: 10.295 eV

Geometry as XYZ:
```
11
Properties=species:S:1:pos:R:3:forces:R:3
C -1.40598 -0.56856 -0.27527 0.783 4.370 0.768
C -0.05908 0.53147 -0.33166 -4.139 -2.616 0.240
N 0.54333 0.79007 0.94021 0.843 -1.176 0.428
S 1.46227 -0.22805 -0.01541 -1.074 2.997 1.539
O 2.63636 0.34590 -0.51703 1.837 1.263 -1.313
O 1.55211 -1.56181 0.39520 -0.801 -2.200 0.582
H -0.96208 -1.42280 -0.63679 0.196 -2.028 -1.794
H -2.21142 0.00794 -0.83450 0.854 -1.559 0.498
H -1.71313 -0.87562 0.74870 0.276 0.982 -0.446
H -0.30068 1.36610 -0.98149 0.640 -0.117 -0.438
H 0.45830 1.61537 1.50804 0.585 0.085 -0.064
```
Forces are in eV/Å.